1.
Computed, not measured: C23H33Cl2N4O4Sm as an isolated structure, with the ωB97M-V functional and the def2-TZVPD basis.

```
67
Properties=species:S:1:pos:R:3:forces:R:3:nbo_charge:R:1
O -0.562596 -2.687628 -1.120511 -0.750 -0.889 -1.328 -0.553
C -0.612457 -3.097788 -2.279964 0.538 0.824 0.217 0.445
C -1.138167 -4.351050 -2.853112 -0.941 -0.396 0.413 -0.189
C -1.968098 -5.226613 -2.134797 0.488 -0.352 -0.249 -0.145
H -2.346915 -4.920861 -1.152788 0.282 -0.276 -0.337 0.226
C -2.236425 -6.484724 -2.683957 0.177 0.089 0.043 -0.224
H -2.817278 -7.203443 -2.099788 0.186 0.184 -0.303 0.219
C -1.722775 -6.839457 -3.946926 -0.438 0.568 0.039 -0.175
H -1.904393 -7.839124 -4.340870 0.053 0.235 0.119 0.218
C -1.090406 -5.875332 -4.749662 -0.187 -0.391 0.482 -0.225
H -0.792929 -6.120040 -5.772105 -0.089 0.144 0.375 0.224
C -0.824300 -4.630239 -4.194658 0.247 0.084 0.509 -0.149
H -0.331889 -3.846389 -4.757825 0.150 -0.125 -0.094 0.224
H -0.169822 -2.490290 -3.070457 0.218 0.432 -0.040 0.150
C 3.091141 -1.656626 -0.594189 0.826 -0.553 -0.220 -0.672
C 2.626877 -0.325301 -0.211497 -3.770 0.583 -0.163 -0.364
H 4.174788 -1.729574 -0.730354 0.285 -0.191 0.006 0.171
H 2.632407 -1.960738 -1.543420 0.029 0.055 0.037 0.205
H 2.788926 -2.414608 0.133617 -0.022 0.063 0.087 0.223
C 3.228796 0.777042 0.164212 1.701 0.802 0.567 -0.289
C 4.726312 0.981508 0.429268 0.009 -0.078 -0.175 -0.658
H 2.669377 1.705911 0.360998 -0.053 -0.275 -0.043 0.155
H 5.309683 0.085353 0.175598 -0.137 0.199 0.068 0.199
H 4.932042 1.223295 1.484779 -0.137 -0.096 -0.200 0.196
H 5.124441 1.818938 -0.163014 -0.040 -0.133 0.061 0.188
Sm -0.065914 0.063671 -0.286349 3.104 -0.264 0.207 1.648
Cl 0.031135 -1.608203 1.650284 -0.318 -0.503 0.920 -0.666
Cl 0.242068 -0.027122 -2.837295 -0.329 -0.005 -0.965 -0.669
H -3.996298 -2.562261 0.287728 0.094 0.256 -0.148 0.209
H -4.938223 -2.120948 2.239113 0.025 0.294 0.135 0.205
C -3.235427 -1.774443 0.259089 0.480 -0.208 -0.089 -0.446
C -4.106308 -1.487725 2.567740 -0.155 -0.140 0.211 -0.404
N -3.474308 -0.894827 1.400290 -0.094 0.182 -0.015 -0.374
H -3.300832 -1.205807 -0.684631 -0.040 -0.205 0.430 0.221
C -2.962667 0.326085 1.441703 1.294 -0.057 -1.138 0.581
O -2.092273 0.739384 0.619370 -2.261 -0.006 0.982 -0.728
H -4.465549 -0.694090 3.234135 0.048 -0.261 -0.132 0.211
H -3.347504 0.989163 2.221144 0.165 -0.121 0.164 0.153
H -2.244199 -2.251820 0.324025 -0.303 0.183 0.036 0.273
H -3.403381 -2.136339 3.117992 -0.093 0.355 -0.254 0.226
H 0.312143 6.023275 -1.885716 0.087 -0.148 0.090 0.199
H -1.618367 5.428645 -3.532932 0.122 -0.215 0.032 0.201
C 0.749164 5.048728 -2.133023 -0.004 0.097 -0.008 -0.419
C -1.071189 4.488011 -3.680305 -0.071 -0.157 0.216 -0.400
N -0.319906 4.127261 -2.479728 0.091 -0.103 -0.088 -0.394
H 1.336633 4.673627 -1.295935 -0.097 -0.060 -0.116 0.247
C -0.520062 2.935083 -1.910673 0.943 -0.933 1.094 0.573
O 0.123735 2.422150 -0.949447 -1.192 1.680 -1.452 -0.691
H -1.777414 3.677665 -3.869929 0.017 0.237 -0.234 0.217
H -1.332484 2.372561 -2.392050 0.120 0.056 0.122 0.151
H 1.382885 5.194871 -3.016760 0.037 -0.116 0.254 0.207
H -0.395000 4.610170 -4.539042 -0.164 -0.134 0.252 0.208
N 2.733963 2.237607 6.377572 -0.146 -0.201 -0.001 -0.831
C 2.559526 1.469791 5.239576 0.637 -0.673 0.324 0.656
O 3.160500 0.411815 5.079177 -0.790 1.211 0.104 -0.576
C 1.653817 2.065796 4.198712 -0.308 0.151 -0.652 -0.201
C 1.218834 3.402358 4.221732 0.037 -0.568 -0.330 -0.137
C 0.443808 3.875074 3.167675 -0.127 -0.634 -0.332 -0.277
C 0.120563 3.005121 2.109257 0.628 0.184 0.665 0.067
N 0.585037 1.752845 2.047523 -0.581 0.025 0.341 -0.450
C 1.288719 1.281316 3.088865 0.155 0.134 -0.147 0.121
H 3.256833 1.812428 7.135667 -0.166 0.050 -0.344 0.406
H 2.042233 2.925168 6.644487 0.214 -0.265 -0.104 0.384
H 1.491587 4.056475 5.044105 -0.015 0.037 -0.204 0.208
H 0.096394 4.895452 3.135589 -0.071 0.096 0.091 0.218
H -0.511743 3.329708 1.284858 0.232 -0.023 0.091 0.208
H 1.563131 0.230061 3.007830 0.171 0.266 0.120 0.263
```
Positions in Å, forces in eV/Å.

Its gap between HOMO and LUMO (spin up / spin down) is 5.31 / 5.36 eV. Its spin multiplicity is 6. The value obtained for the LUMO energy (spin up / spin down) is 0.0 / 0.0 eV. Its expectation value of S² is 8.782.



2.
Computed, not measured: C2H4ClNS2 in the gas phase, with the ωB97M-V functional and the def2-TZVPD basis.

```
10
Properties=species:S:1:pos:R:3:forces:R:3:nbo_charge:R:1
C 0.224318 0.455452 -0.133674 0.060 0.853 -0.215 0.101
C -1.246667 0.723650 -0.111252 -0.381 0.343 -0.237 -0.448
H 2.441627 -1.270814 1.179224 -0.180 0.051 -0.778 0.118
H -0.131944 -1.558940 -0.127320 0.592 0.817 -0.083 0.429
H -1.510163 1.280748 -1.009295 0.069 0.072 0.206 0.255
H -1.373837 1.350363 0.766453 -0.604 -0.128 -0.016 0.258
N 0.592170 -0.820990 -0.174065 0.103 -0.962 0.207 -0.731
S 2.219739 -1.308064 -0.181018 0.172 -0.216 0.665 0.218
S 1.149668 1.829384 -0.111698 0.025 -0.794 0.020 -0.126
Cl -2.364910 -0.680788 -0.097351 0.145 -0.035 0.231 -0.075
```
Positions in Å, forces in eV/Å.

As for the SMILES: S=C(CCl)NS. Its gap between HOMO and LUMO is 9.05 eV. The value obtained for the LUMO energy is 0.4 eV.



3.
Computed, not measured: a 2-piece molecular cluster, C3H8O2 overall, with the ωB97M-V functional and the def2-TZVPD basis.

```
13
Properties=species:S:1:pos:R:3:forces:R:3:nbo_charge:R:1
C -1.894926 2.936240 -0.525713 -0.731 -0.079 -0.411 -0.259
O -1.757816 4.297333 -0.113935 -0.154 -0.762 -0.193 -0.711
H -0.980430 2.357450 -0.373955 -0.079 0.073 -0.204 0.168
H -2.741708 2.399975 -0.085248 0.157 0.206 0.830 0.160
H -2.226137 2.923595 -1.559142 0.641 0.212 -0.442 0.179
H -1.180704 4.257859 0.643477 0.169 0.345 0.421 0.462
C 1.794949 -1.938499 0.537308 0.554 0.799 0.539 -0.755
C 1.765108 -3.286761 0.385990 -1.189 -0.707 -1.422 0.269
O 0.611910 -3.962500 0.128380 1.028 0.447 -1.544 -0.649
H 1.743487 -1.258821 -0.314147 -1.716 0.028 0.356 0.241
H 2.337281 -1.538006 1.387297 1.290 -0.127 -0.650 0.222
H 2.588738 -3.889360 -0.015351 0.428 -0.626 2.220 0.196
H -0.059750 -3.298511 -0.094965 -0.396 0.190 0.499 0.477
```
Positions in Å, forces in eV/Å.

As for the SMILES: C=CO.CO. Its gap between HOMO and LUMO is 7.94 eV. The value obtained for the LUMO energy is 0.0 eV.



4.
Computed, not measured: C41H44BFO13P as an isolated structure, with the ωB97M-V functional and the def2-TZVPD basis.

```
101
Properties=species:S:1:pos:R:3:forces:R:3:lowdin_charge:R:1
C 1.749116 -2.575113 -1.859425 0.001 0.017 -0.199 -0.050
C 0.527836 -2.804374 -0.930838 -0.188 0.157 -0.195 -0.161
B 0.823209 -2.126567 0.430053 0.471 -0.137 1.226 -0.492
O 1.661868 -2.668008 1.368747 -6.197 3.246 1.422 0.030
P -0.017702 -0.387687 0.885963 -0.018 -0.427 -0.147 1.142
C -0.389073 0.611804 -0.581179 -0.280 0.504 -0.010 -0.255
C 0.693891 1.618549 -0.993428 0.014 -0.077 -0.396 -0.202
F 1.357281 1.134376 -2.124068 -0.131 0.079 0.482 -0.047
C 0.985760 0.519745 2.071213 -0.051 0.068 0.394 -0.294
C 2.472310 0.321737 1.739808 0.101 0.035 -0.249 -0.249
C 3.405753 1.507967 2.023829 0.067 -0.072 0.084 -0.163
C 4.557868 1.085051 2.938574 -0.003 0.092 -0.121 -0.151
C 5.650840 0.422310 2.116831 0.551 -0.479 0.501 -0.185
O 6.183351 1.302359 1.127804 -0.427 0.120 -0.503 -0.006
C 5.809276 1.143582 -0.181875 -0.273 1.931 -0.863 -0.489
C 5.764979 -0.255181 -0.732011 -0.427 0.076 -0.076 0.024
O 5.552820 2.142970 -0.853129 0.674 -2.031 1.349 0.090
H 2.699634 -2.683530 -1.329325 -0.182 0.098 -0.258 0.062
H 1.727051 -1.580950 -2.309127 0.016 0.006 0.084 0.077
H 1.735433 -3.302609 -2.672202 0.034 0.065 0.036 0.095
H 0.412562 -3.876945 -0.736807 -0.301 0.137 -0.339 0.113
H -0.371841 -2.425145 -1.419240 -0.038 -0.190 0.008 0.102
H 2.598939 -2.436404 1.272847 1.462 1.210 0.125 -0.058
H -1.256165 -0.704272 1.465794 -0.105 0.062 -0.047 0.026
H -1.313861 1.154099 -0.358109 0.081 -0.065 0.019 0.099
H -0.621547 -0.039906 -1.428413 0.093 0.022 0.102 0.100
H 0.233756 2.576090 -1.251207 0.091 -0.161 -0.094 0.130
H 1.439502 1.799290 -0.217623 0.007 0.001 -0.078 0.099
H 0.748041 0.092963 3.051212 0.014 0.139 -0.040 0.108
H 0.681851 1.571473 2.100904 0.024 -0.102 -0.091 0.104
H 2.817615 -0.554891 2.294362 -0.053 0.159 -0.168 0.103
H 2.568945 0.072048 0.673675 0.033 -0.130 0.077 0.099
H 2.884406 2.381472 2.422449 -0.124 -0.177 0.074 0.121
H 3.844710 1.826895 1.075657 -0.143 0.280 0.140 0.098
H 4.227082 0.329110 3.663114 -0.047 0.213 0.027 0.122
H 4.937804 1.933233 3.509732 0.156 -0.027 -0.153 0.123
H 5.269763 -0.497804 1.673036 -0.030 0.057 -0.102 0.091
H 6.477607 0.120692 2.767066 -0.006 0.149 -0.086 0.135
H 5.589373 -0.187407 -1.799487 0.010 -0.020 -0.065 0.066
H 4.928538 -0.795915 -0.269589 0.332 0.027 -0.189 0.056
H 6.692520 -0.805102 -0.569568 -0.038 0.065 0.216 0.108
C -3.463846 0.469199 3.476229 0.049 -0.003 -0.008 0.008
C -3.972935 0.933285 4.613097 0.050 -0.096 0.114 0.027
C -4.723802 0.038567 5.535001 0.020 -0.033 -0.073 -0.370
O -5.195426 0.458682 6.564815 -0.040 0.022 0.060 0.132
C -4.875901 -1.387745 5.138341 0.018 -0.005 -0.024 0.037
C -4.359609 -1.844629 4.000142 -0.033 0.006 0.008 0.023
C -3.614526 -0.948338 3.088229 -0.052 -0.018 -0.021 -0.377
O -3.135479 -1.370219 2.046509 0.086 0.011 0.052 0.038
H -2.924208 1.109861 2.788975 -0.051 0.021 -0.019 0.113
H -3.871192 1.966595 4.912706 -0.035 0.017 -0.002 0.114
H -5.425722 -2.019524 5.824008 -0.005 0.018 0.016 0.128
H -4.455920 -2.876438 3.687754 0.004 0.003 -0.021 0.124
C 2.723716 -4.391177 0.398944 0.220 -1.513 -1.005 -0.007
C 2.815318 -5.694968 0.154667 0.652 -0.114 0.154 0.080
C 4.130847 -6.390776 0.173362 -0.319 -0.104 0.101 -0.363
O 4.214150 -7.573599 -0.050587 0.132 -0.069 -0.036 0.149
C 5.334146 -5.572075 0.477449 0.037 0.002 -0.026 0.058
C 5.236970 -4.268233 0.721876 -0.084 0.359 -0.102 0.052
C 3.926726 -3.582344 0.701023 1.026 -2.226 -0.521 -0.270
O 3.847089 -2.383983 0.925812 1.840 0.685 0.132 0.078
H 1.776588 -3.864790 0.392035 1.323 -1.960 -0.567 0.049
H 1.952914 -6.310389 -0.066867 0.000 -0.001 -0.087 0.135
H 6.279790 -6.098356 0.486137 0.005 -0.005 0.019 0.134
H 6.098301 -3.651543 0.944811 0.010 0.010 0.007 0.129
C -7.439747 3.810613 1.197139 -0.048 0.110 0.106 0.025
C -6.154237 3.682698 1.514167 0.005 -0.010 0.002 0.023
C -5.715648 3.616739 2.925777 -0.021 0.043 0.057 -0.378
O -4.540903 3.499164 3.223016 0.037 0.019 -0.114 0.065
C -6.756641 3.693203 3.980420 -0.025 -0.005 -0.004 0.022
C -8.043803 3.817325 3.669235 0.020 -0.002 0.008 0.030
C -8.484744 3.885026 2.250912 0.055 -0.004 0.018 -0.375
O -9.655637 3.988679 1.962537 -0.065 -0.026 -0.015 0.118
H -7.780148 3.860885 0.172110 0.023 -0.015 0.075 0.094
H -5.378069 3.624424 0.761515 0.004 0.006 0.000 0.120
H -6.408225 3.640992 5.004716 0.020 0.003 -0.007 0.124
H -8.822968 3.873348 4.418591 -0.018 0.005 -0.016 0.126
C 7.803725 2.230733 -5.300085 0.003 -0.015 0.024 0.030
C 7.475638 1.302821 -4.405833 -0.005 -0.001 -0.011 0.024
C 6.716289 0.091036 -4.800164 0.029 0.078 -0.031 -0.379
O 6.413108 -0.754110 -3.981788 -0.048 -0.062 0.032 0.079
C 6.336087 -0.051147 -6.226757 0.008 0.004 -0.009 0.018
C 6.663799 0.875718 -7.122250 -0.012 -0.028 0.014 0.026
C 7.424640 2.091268 -6.730083 -0.006 -0.018 0.028 -0.382
O 7.721820 2.934429 -7.544365 0.007 0.034 -0.037 0.120
H 8.355065 3.124488 -5.038006 -0.001 0.010 -0.020 0.126
H 7.737292 1.384959 -3.358529 -0.023 -0.001 0.009 0.120
H 5.783925 -0.944996 -6.487534 0.003 -0.010 0.017 0.120
H 6.398882 0.796090 -8.168720 0.013 0.021 -0.008 0.124
C -7.351917 1.411701 -3.560673 0.005 -0.026 -0.011 0.018
C -8.046544 0.544249 -4.291016 0.020 0.017 0.018 0.027
C -9.392754 0.079517 -3.862231 0.023 0.043 0.028 -0.382
O -10.021098 -0.712609 -4.524564 -0.030 -0.055 -0.034 0.122
C -9.932891 0.624980 -2.589476 0.009 0.013 0.020 0.030
C -9.236877 1.492995 -1.860660 -0.013 -0.011 -0.010 0.026
C -7.893352 1.950914 -2.290525 -0.065 0.011 0.008 -0.370
O -7.259145 2.743729 -1.622094 0.095 -0.076 -0.167 0.079
H -6.371483 1.766410 -3.851877 -0.003 0.023 0.010 0.120
H -7.676136 0.136431 -5.222744 -0.025 -0.010 -0.010 0.124
H -10.915228 0.275168 -2.299327 -0.005 -0.010 -0.020 0.126
H -9.611170 1.905058 -0.931321 0.009 0.020 -0.005 0.122
```
Positions in Å, forces in eV/Å.

Its gap between HOMO and LUMO is 7.19 eV. The value obtained for the LUMO energy is -4.6 eV. As for the charge: +1.



no.,maximum force (eV Å⁻¹)
1,3.819
2,1.012
3,2.346
4,7.138